98
Properties=species:S:1:pos:R:3:lowdin_spin:R:1 method="wB97M-V/def2-TZVPD" s2=2.039 homo_lumo_gap_ev="5.59 / 6.48" charge=-1 spin_multiplicity=3 de_lowest_kcal_mol=69.2
V -0.305 -1.446 -0.821 1.595
S 0.970 -2.067 1.445 -0.006
S 1.619 1.036 -3.346 0.006
P 0.864 -0.108 1.222 0.022
P 1.683 1.302 -1.417 0.009
O -1.661 -0.717 0.126 -0.010
O 2.224 -4.421 -2.998 -0.006
O -0.425 -4.862 0.281 0.005
O 0.521 -2.262 -1.936 0.005
N -1.362 -0.720 -2.248 -0.008
N -1.957 -3.643 -0.861 0.008
N -3.712 -2.763 -2.031 0.001
N -2.011 -3.797 1.506 0.003
N -2.351 0.082 -1.862 -0.001
C 3.441 1.277 -0.896 0.000
C 4.289 2.037 3.416 0.000
C -1.142 -0.869 -3.538 0.132
C -0.257 3.195 -1.457 0.001
C 3.917 0.150 -0.240 0.002
C -0.852 -0.212 3.375 0.000
C -1.058 1.815 2.106 0.001
C -0.496 0.556 2.275 0.002
C 1.163 5.298 -0.368 0.000
C -1.325 -4.194 2.710 0.000
C 3.321 2.762 2.742 0.000
C 2.214 0.718 2.149 0.007
C 0.747 0.187 -0.481 0.020
C -2.467 0.052 -0.542 0.034
C -5.036 2.714 0.052 -0.001
C -1.944 2.301 3.051 0.000
C 6.121 1.089 -0.222 0.000
C 1.428 -3.584 -3.728 -0.005
C 1.945 -4.602 -1.621 0.000
C 0.605 -2.572 -3.190 0.033
C 2.278 2.104 2.120 0.001
C -0.215 -1.793 -4.076 0.017
C -0.864 4.427 -1.309 0.000
C -1.390 -4.127 0.266 0.006
C 4.329 2.271 -1.292 0.000
C -3.178 -3.133 1.534 0.002
C -5.431 2.428 1.355 0.009
C -0.088 -1.984 -5.463 0.031
C 1.770 4.059 -0.499 0.001
C -1.741 0.275 4.314 0.000
C -3.910 0.573 1.399 0.007
C -3.819 -2.791 0.386 0.000
C 3.188 -0.008 2.819 0.000
C -4.085 1.939 -0.577 0.007
C -4.862 1.352 2.021 -0.001
C 5.660 2.187 -0.932 0.000
C 1.476 -3.765 -5.104 0.041
C 5.252 0.060 0.100 0.000
C -0.146 5.489 -0.778 0.001
C -3.495 0.855 0.093 0.000
C 4.218 0.655 3.459 0.000
C 1.067 3.003 -1.065 0.003
C -2.281 1.542 4.159 0.000
C 0.748 -2.952 -5.965 0.005
C -3.132 -3.049 -0.833 0.004
H 2.781 3.918 -0.146 0.000
H -2.980 1.930 4.889 0.000
H 2.474 -5.511 -1.339 0.000
H -5.487 3.549 -0.469 0.000
H 3.225 -0.656 -0.002 0.001
H -1.629 -5.200 3.011 0.000
H -2.389 3.276 2.919 0.000
H 2.304 -3.769 -1.004 0.000
H -4.755 -2.258 0.402 0.000
H -0.661 -1.354 -6.128 0.001
H -4.376 -2.005 -2.057 0.000
H 2.111 -4.552 -5.480 0.002
H -1.732 -0.249 -4.213 0.005
H 3.973 3.097 -1.892 0.000
H -2.006 -0.337 5.167 0.000
H -0.607 6.463 -0.686 0.000
H -0.256 -4.209 2.494 0.000
H 0.879 -4.746 -1.432 0.000
H -0.416 -1.201 3.470 0.000
H 5.619 -0.812 0.623 0.000
H -3.577 -2.898 2.515 0.000
H -0.832 2.392 1.220 0.001
H 5.096 2.553 3.917 0.000
H 3.131 -1.088 2.823 0.000
H -3.767 2.166 -1.583 0.000
H -0.802 2.354 -1.874 0.000
H -3.456 -0.262 1.913 0.000
H 7.162 1.029 0.065 0.000
H 1.718 6.119 0.062 0.000
H 0.844 -3.089 -7.035 -0.001
H 4.975 0.095 3.990 0.000
H 3.381 3.841 2.702 0.000
H -5.171 1.124 3.035 0.000
H 1.510 2.658 1.601 0.000
H 6.345 2.979 -1.205 0.000
H -3.084 -2.813 -2.823 0.001
H -1.898 4.563 -1.599 0.000
H -1.532 -3.483 3.509 0.000
H -6.173 3.039 1.851 0.001

***

10
Properties=species:S:1:pos:R:3:nbo_charge:R:1 method="wB97M-V/def2-TZVPD" homo_lumo_gap_ev=9.10 charge=0 smiles="F[C@H]1CNC1=S" de_lowest_kcal_mol=24.7
S 1.526 -0.518 1.306 -0.072
F -1.506 1.669 0.157 -0.340
N 0.410 -0.655 -1.122 -0.577
C -1.154 0.352 -0.097 0.178
C 0.436 -0.183 0.150 0.054
C -0.952 -0.183 -1.560 -0.256
H -1.048 0.570 -2.305 0.207
H 0.968 -1.454 -1.527 0.420
H -1.988 -0.211 0.336 0.186
H -1.642 -0.961 -1.920 0.200

***

136
Properties=species:S:1:pos:R:3:lowdin_charge:R:1 method="wB97M-V/def2-TZVPD" homo_lumo_gap_ev=5.60 charge=-2 de_lowest_kcal_mol=61.1
Se -1.921 -1.041 -2.533 1.194
Se 1.166 -4.897 -4.059 0.413
K 0.458 -1.287 -0.755 0.516
P 3.218 -1.412 -2.262 0.877
P 2.749 -3.159 0.408 0.881
F -2.229 -4.508 5.000 0.104
F -3.024 -6.158 3.843 0.099
F -4.225 -4.377 4.152 0.096
O 1.191 -0.683 2.013 -0.127
O -1.564 -5.202 -5.855 -0.113
O -3.246 -3.125 -2.392 -0.189
O -0.664 0.355 -2.493 -0.500
N -0.960 -1.324 1.725 0.060
N -1.450 -3.200 0.212 -0.020
N -0.102 1.009 0.169 -0.002
C -1.105 -4.387 0.676 -0.223
C -2.774 -2.961 2.259 -0.004
C 1.453 1.131 3.533 -0.089
C -2.276 2.272 -4.163 -0.523
C -2.958 -4.800 3.885 -0.547
C -3.974 5.465 -0.283 -0.053
C 2.586 0.961 5.791 -0.087
C -1.133 1.563 -4.895 -0.054
C -1.319 1.425 -1.892 -0.303
C -2.206 3.742 -4.620 -0.063
C -2.922 -3.663 -3.657 -0.237
C 0.831 3.385 2.870 -0.182
C -5.497 3.485 -0.173 -0.052
C 2.158 5.376 3.641 -0.058
C -0.558 -4.422 -3.216 -0.587
C 1.231 -0.933 5.015 -0.031
C -3.049 3.155 -0.548 -0.183
C 5.498 -2.641 0.943 -0.099
C 6.728 -2.050 0.705 -0.102
C -4.098 4.007 0.173 -0.551
C 0.321 5.730 2.023 -0.068
C -1.371 -3.835 -5.572 -0.300
C -0.220 5.087 4.356 -0.048
C -2.070 2.467 0.138 0.005
C -3.059 3.076 -1.932 -0.030
C 3.421 -0.372 3.889 -0.040
C 3.861 -2.252 -3.753 -0.304
C 2.915 -3.859 2.088 -0.286
C 1.374 2.495 3.795 -0.018
C 5.866 -1.125 -1.322 -0.113
C -2.034 -2.286 1.166 -0.342
C 2.825 -4.717 -0.551 -0.281
C 0.332 2.892 1.687 0.015
C 6.919 -1.291 -0.437 -0.105
C 4.431 -2.481 0.063 -0.369
C -1.112 1.645 -0.495 -0.226
C -3.943 3.973 1.693 -0.067
C -1.459 -3.499 -4.065 -0.559
C -3.606 1.672 -4.632 -0.050
C -0.980 -2.048 -3.924 -0.339
C 0.342 1.514 1.353 -0.229
C -2.191 2.228 -2.628 -0.120
C 0.282 -1.706 1.802 -0.225
C 0.774 4.877 3.207 -0.551
C 4.621 -1.694 -1.086 -0.376
C 3.491 0.343 -2.735 -0.285
C 2.150 0.200 4.533 -0.517
C 0.930 0.658 2.321 -0.141
C -1.410 -4.924 1.912 -0.079
C -2.366 -4.192 2.652 -0.194
H 2.001 -5.352 -0.219 0.033
H -6.266 4.079 0.327 0.076
H 0.308 -0.529 5.434 0.091
H -2.646 -3.412 -1.660 0.058
H 0.973 5.603 1.159 0.090
H 4.911 -2.011 -3.936 0.030
H -0.584 -5.013 -0.046 0.096
H 7.875 -0.823 -0.634 0.092
H -3.189 -4.726 -3.712 0.128
H -0.049 3.571 0.940 0.099
H -3.686 0.632 -4.318 0.056
H -3.009 4.355 -4.219 0.064
H -5.680 3.526 -1.246 0.072
H 1.934 -4.270 2.330 0.033
H -1.197 1.815 -5.957 0.081
H 3.924 -1.042 4.591 0.082
H 3.673 -4.644 2.158 0.035
H -0.694 5.484 1.711 0.067
H 0.332 6.784 2.310 0.078
H 0.067 4.507 5.233 0.077
H 2.139 6.455 3.812 0.074
H 1.737 1.400 6.316 0.083
H -1.118 -1.503 -4.862 0.064
H -3.674 1.712 -5.723 0.079
H -3.783 3.650 -2.491 0.089
H -4.454 2.219 -4.218 0.076
H 2.901 5.162 2.873 0.089
H 3.708 -3.327 -3.663 -0.019
H 3.763 -5.259 -0.396 0.041
H 6.018 -0.527 -2.213 0.087
H -2.022 2.533 1.213 0.095
H -2.674 -1.570 0.630 0.122
H -0.730 -5.618 -5.550 -0.002
H 4.113 0.433 3.635 0.089
H 1.740 -1.492 5.805 0.079
H 4.434 0.514 -3.260 0.025
H -4.716 6.089 0.221 0.076
H -4.124 5.562 -1.358 0.072
H -2.268 3.784 -5.710 0.075
H -0.385 -3.942 -2.251 0.028
H 3.194 -0.924 2.980 0.058
H -1.192 0.484 -4.802 0.039
H 1.748 2.879 4.731 0.079
H -3.572 -3.108 -4.345 0.127
H 2.669 0.646 -3.384 0.031
H -1.233 -0.345 1.800 0.126
H -2.157 -3.284 -6.106 0.120
H 2.664 -4.556 -1.617 -0.045
H 2.488 4.900 4.563 0.069
H -0.158 1.877 -4.524 0.091
H -4.053 2.962 2.085 0.089
H -5.606 2.447 0.140 0.090
H 0.092 -2.071 -3.698 0.063
H -2.983 5.857 -0.050 0.081
H 0.969 -1.632 4.231 0.063
H 3.078 0.263 6.472 0.077
H -4.709 4.599 2.155 0.079
H 3.297 1.756 5.563 0.078
H -1.261 4.192 -4.315 0.089
H 3.264 -1.935 -4.611 0.035
H 7.536 -2.184 1.415 0.093
H 3.455 0.974 -1.847 0.045
H -0.398 -3.502 -5.947 0.081
H 3.122 -3.081 2.821 0.017
H 5.362 -3.232 1.838 0.084
H -2.969 4.346 2.008 0.065
H -0.265 6.142 4.639 0.077
H -3.587 -2.451 2.759 0.099
H -1.106 -5.345 -3.009 0.055
H -1.120 -5.929 2.171 0.084
H -1.219 4.769 4.059 0.079